# C15H13Cl2N3O4S

The molecule C15H13Cl2N3O4S in a non-equilibrium geometry (ωB97M-V with the def2-TZVPD basis set, the Open Molecules 2025 dataset).

Geometry as ORCA input:
```
! RIJCOSX wB97M-V def2-TZVPD def2/J DEFGRID3
* xyz 0 1
C 3.371 1.287 -2.409
C 3.827 0.050 -1.721
O 5.092 0.038 -1.273
C 5.311 -1.142 -0.658
C 4.194 -1.906 -0.693
C 3.211 -1.140 -1.393
C 1.848 -1.631 -1.608
O 1.393 -2.607 -1.050
N 1.115 -0.929 -2.545
N -0.239 -1.214 -2.680
C -1.089 -1.373 -1.641
S -2.477 -2.230 -1.810
N -0.831 -0.753 -0.432
C -0.151 0.389 -0.149
O 0.460 1.069 -0.944
C -0.189 0.734 1.342
O -1.166 0.036 2.081
C -2.425 0.539 2.262
C -3.056 0.088 3.424
C -4.339 0.465 3.753
C -5.023 1.329 2.909
Cl -6.622 1.836 3.301
C -4.429 1.782 1.746
C -3.141 1.384 1.413
Cl -2.522 1.962 -0.107
H 2.459 1.669 -1.952
H 3.194 1.106 -3.470
H 4.151 2.040 -2.317
H 6.286 -1.306 -0.246
H 4.045 -2.888 -0.294
H 1.356 0.042 -2.702
H -0.483 -1.773 -3.493
H -1.366 -1.144 0.340
H 0.773 0.415 1.762
H -0.271 1.819 1.459
H -2.498 -0.579 4.061
H -4.803 0.102 4.655
H -4.967 2.437 1.079
*
```

* max |F|: 1.01 eV Å⁻¹
* Kohn-Sham gap: 9.03 eV
* E: -64305.916 eV
* SMILES string: Cc1occc1C(=O)NNC(=S)NC(=O)COc1ccc(Cl)cc1Cl

---

# C5H10Br2

The molecule C5H10Br2 in a non-equilibrium geometry (ωB97M-V with the def2-TZVPD basis set, the Open Molecules 2025 dataset).

Geometry as ORCA input:
```
! RIJCOSX wB97M-V def2-TZVPD def2/J DEFGRID3
* xyz 0 1
C 0.345 -1.901 0.785
C 0.416 -0.841 -0.290
Br 2.319 -0.239 -0.306
C -0.572 0.362 -0.255
C -0.246 1.327 -1.408
C -0.195 1.106 1.018
Br -2.353 -0.449 -0.330
H 0.714 -1.481 1.661
H 0.844 -2.841 0.546
H -0.569 -2.328 1.048
H 0.481 -1.435 -1.316
H -0.280 0.995 -2.436
H -1.099 2.004 -1.488
H 0.638 1.787 -1.266
H -0.390 0.385 1.940
H 0.791 1.482 1.045
H -0.842 2.066 1.051
*
```

* energy relative to the best compared isomer or geometry (same formula, charge and spin): 0.999 eV
* max |F|: 4.83 eV Å⁻¹
* Kohn-Sham gap: 10.82 eV
* E: -145431.339 eV
* SMILES string: C[C@H](Br)C(C)(C)Br

---

# C42H84HgO24S10

A structure of composition C42H84HgO24S10 in a non-equilibrium geometry (ωB97M-V with the def2-TZVPD basis set, the Open Molecules 2025 dataset).

Geometry as ORCA input:
```
! RIJCOSX wB97M-V def2-TZVPD def2/J DEFGRID3
* xyz 0 1
Hg -2.198 0.018 2.194
O 0.395 -0.933 -0.901
C -0.355 -0.754 0.142
O -0.221 0.271 0.798
O -1.289 -1.488 0.514
H 1.019 -0.232 -0.700
C -2.827 2.656 0.081
O -3.123 1.913 1.210
H -1.963 3.273 0.328
H -2.457 2.102 -0.782
H -3.699 3.256 -0.177
C 7.067 -1.985 -2.769
C 7.366 -1.873 -1.239
C 6.911 -0.492 -0.653
S 6.799 0.637 -2.104
O 7.716 1.740 -1.955
O 5.395 0.830 -2.429
C 7.496 -0.638 -3.292
H 6.010 -2.158 -2.974
H 7.587 -2.786 -3.295
H 8.418 -2.103 -1.075
H 6.680 -2.571 -0.760
H 7.613 0.022 0.004
H 5.935 -0.559 -0.172
H 8.576 -0.507 -3.219
H 7.268 -0.468 -4.344
C -1.624 3.900 -3.207
C -0.995 2.538 -3.472
C 0.377 2.963 -4.011
S 0.390 4.693 -4.714
O 0.538 4.710 -6.218
O 1.210 5.642 -3.930
C -1.328 4.951 -4.258
H -1.185 4.277 -2.283
H -2.686 3.875 -2.963
H -1.487 1.944 -4.242
H -1.005 1.946 -2.557
H 0.724 2.423 -4.892
H 1.155 2.844 -3.257
H -1.863 4.741 -5.184
H -1.488 5.968 -3.898
C 1.713 -5.308 -0.151
C 1.589 -4.250 -1.262
C 2.821 -3.374 -1.270
S 4.239 -4.412 -0.636
O 4.629 -3.782 0.612
O 5.285 -4.710 -1.606
C 3.182 -5.893 -0.277
H 0.906 -6.026 -0.297
H 1.651 -4.859 0.841
H 0.679 -3.659 -1.164
H 1.500 -4.822 -2.185
H 2.828 -2.469 -0.663
H 3.125 -3.184 -2.299
H 3.622 -6.418 0.570
H 3.452 -6.377 -1.216
C -7.358 0.874 3.793
C -6.979 -0.602 3.653
C -5.834 -0.807 4.645
S -4.834 0.671 4.687
O -3.606 0.553 3.887
O -4.755 1.262 6.024
C -6.020 1.650 3.714
H -7.819 0.947 4.778
H -8.092 1.129 3.028
H -6.633 -0.768 2.633
H -7.769 -1.326 3.854
H -5.180 -1.656 4.441
H -6.167 -0.895 5.680
H -5.732 1.590 2.664
H -5.983 2.698 4.012
C -4.621 0.164 -2.989
C -5.654 1.161 -2.257
C -5.941 0.571 -0.859
S -4.908 -0.907 -0.526
O -5.632 -2.093 -0.881
O -4.283 -0.921 0.790
C -3.752 -0.502 -1.882
H -3.905 0.549 -3.716
H -5.195 -0.533 -3.600
H -6.586 1.169 -2.822
H -5.311 2.195 -2.228
H -6.927 0.167 -0.628
H -5.615 1.201 -0.032
H -3.215 -1.424 -2.106
H -3.052 0.181 -1.400
C 2.329 4.178 -0.769
C 1.422 3.553 0.381
C 2.222 2.516 1.233
S 3.339 1.668 0.076
O 2.620 0.648 -0.676
O 4.612 1.355 0.736
C 3.382 3.154 -1.097
H 2.830 5.035 -0.317
H 1.886 4.541 -1.696
H 0.673 2.905 -0.075
H 0.963 4.302 1.025
H 1.736 1.686 1.747
H 2.849 3.057 1.942
H 3.498 2.705 -2.083
H 4.359 3.608 -0.930
C -2.281 5.392 4.056
C -1.031 5.321 3.187
C -0.038 4.309 3.818
S -1.185 2.948 4.311
O -1.013 2.788 5.763
O -1.205 1.839 3.376
C -2.830 4.011 4.064
H -2.942 6.143 3.624
H -2.099 5.745 5.072
H -0.700 6.355 3.090
H -1.286 4.921 2.206
H 0.541 4.587 4.699
H 0.688 3.839 3.156
H -3.567 3.830 4.847
H -3.212 3.714 3.087
C -1.878 -5.047 1.366
C -1.966 -5.687 2.752
C -2.268 -4.537 3.716
S -3.437 -3.483 2.874
O -3.012 -2.085 3.003
O -4.797 -3.809 3.222
C -3.138 -4.181 1.218
H -1.860 -5.654 0.461
H -1.001 -4.409 1.257
H -1.048 -6.230 2.975
H -2.754 -6.434 2.653
H -1.381 -3.946 3.947
H -2.674 -4.734 4.708
H -3.014 -3.312 0.572
H -4.012 -4.718 0.848
C 1.614 -0.710 -6.663
C 1.333 -0.601 -5.174
C 2.673 -0.436 -4.487
S 3.831 -1.528 -5.354
O 3.877 -2.786 -4.603
O 5.076 -0.885 -5.757
C 2.794 -1.745 -6.837
H 1.847 0.325 -6.911
H 0.732 -0.855 -7.288
H 0.903 -1.501 -4.735
H 0.679 0.268 -5.099
H 2.833 -0.592 -3.420
H 2.983 0.608 -4.526
H 2.465 -2.784 -6.812
H 3.237 -1.475 -7.796
C 2.752 -1.387 2.470
C 3.087 -0.561 3.739
C 1.717 -0.234 4.384
S 0.738 -1.768 4.198
O -0.567 -1.379 3.615
O 0.739 -2.557 5.416
C 1.825 -2.521 2.910
H 3.725 -1.700 2.091
H 2.334 -0.811 1.646
H 3.689 0.326 3.542
H 3.608 -1.086 4.540
H 1.178 0.577 3.894
H 1.771 0.197 5.384
H 1.115 -2.792 2.129
H 2.373 -3.338 3.381
*
```

* max |F|: 4.54 eV Å⁻¹
* Kohn-Sham gap: 7.90 eV
* E: -206576.664 eV

---

# C3H4O3

A structure of composition C3H4O3 in a non-equilibrium geometry (ωB97M-V with the def2-TZVPD basis set, the Open Molecules 2025 dataset).

Geometry as ORCA input:
```
! RIJCOSX wB97M-V def2-TZVPD def2/J DEFGRID3
* xyz 0 1
O 0.583 1.674 -0.902
C 1.173 0.827 -0.286
C 0.669 -0.579 -0.054
O -0.545 -0.832 -0.730
C -1.681 -0.426 -0.262
O -1.673 0.207 0.908
H 2.165 1.014 0.173
H 1.379 -1.296 -0.472
H 0.574 -0.757 1.022
H -2.645 0.167 0.603
*
```

* energy relative to the best compared isomer or geometry (same formula, charge and spin): 3.845 eV
* max |F|: 2.54 eV Å⁻¹
* Kohn-Sham gap: 10.11 eV
* E: -9314.856 eV

---

Please write out number 4 again, unchanged.
# C3H4O3

A structure of composition C3H4O3 in a non-equilibrium geometry (ωB97M-V with the def2-TZVPD basis set, the Open Molecules 2025 dataset).

Geometry as ORCA input:
```
! RIJCOSX wB97M-V def2-TZVPD def2/J DEFGRID3
* xyz 0 1
O 0.583 1.674 -0.902
C 1.173 0.827 -0.286
C 0.669 -0.579 -0.054
O -0.545 -0.832 -0.730
C -1.681 -0.426 -0.262
O -1.673 0.207 0.908
H 2.165 1.014 0.173
H 1.379 -1.296 -0.472
H 0.574 -0.757 1.022
H -2.645 0.167 0.603
*
```

* energy relative to the best compared isomer or geometry (same formula, charge and spin): 3.845 eV
* max |F|: 2.54 eV Å⁻¹
* Kohn-Sham gap: 10.11 eV
* E: -9314.856 eV

---

> Which of these has the lowest E?

C42H84HgO24S10

---

> Which value of E does entry 3 give?

-206576.664 eV